a | # C2H9N4

A 2-piece molecular cluster, C2H9N4 overall (ωB97M-V/def2-TZVPD, OMol25).

Calculated values
E_LUMO = -3.38 eV
highest occupied orbital energy = -0.536 Eh
gap between HOMO and LUMO = 11.194 eV

ORCA input file:
```
! wB97M-V def2-TZVPD RIJCOSX def2/J DEFGRID3
* xyz 1 1
N -0.129 0.770 0.260
N 3.194 0.455 0.512
N 2.168 0.161 -0.281
N -2.836 0.195 0.085
C 1.452 -1.148 -0.557
C 0.922 0.113 -0.068
H 0.018 1.715 0.506
H 3.966 0.702 -0.174
H -3.239 -0.487 0.852
H 3.405 -0.442 0.988
H 1.643 -1.886 0.241
H 1.403 -1.401 -1.629
H -3.316 1.147 0.141
H -3.097 -0.246 -0.762
H -1.127 0.466 0.166
*
```


b | # C2H9N4

A 2-piece molecular cluster, C2H9N4 overall (ωB97M-V/def2-TZVPD, OMol25).

Calculated values
E_LUMO = -3.79 eV
highest occupied orbital energy = -0.487 Eh
gap between HOMO and LUMO = 9.467 eV

ORCA input file:
```
! wB97M-V def2-TZVPD RIJCOSX def2/J DEFGRID3
* xyz 1 1
N -0.533 0.436 -0.518
N 0.037 -2.339 -0.749
N 0.660 0.638 0.210
N -1.724 -1.771 0.690
C 1.279 2.061 0.083
C -0.824 -1.715 -0.161
H -2.269 -0.997 0.989
H -2.137 -2.616 0.948
H 1.888 2.171 0.932
H 0.258 2.585 0.248
H 1.292 -0.197 0.062
H 1.801 2.244 -0.844
H 0.297 0.738 1.162
H 0.579 -1.884 -1.463
H -0.603 0.645 -1.587
*
```


a is favored, and the nearest alternative lies 38.1 kcal/mol above it.


a | # C2H9N4

A 2-piece molecular cluster, C2H9N4 overall (ωB97M-V/def2-TZVPD, OMol25).

Calculated values
E_LUMO = -3.17 eV
highest occupied orbital energy = -0.498 Eh
gap between HOMO and LUMO = 10.372 eV

ORCA input file:
```
! wB97M-V def2-TZVPD RIJCOSX def2/J DEFGRID3
* xyz 1 1
N -0.296 0.039 -0.822
N -2.069 0.673 0.531
N 1.611 0.265 0.916
N 0.141 -0.556 -2.043
C 1.647 -0.567 1.814
C -1.563 0.289 -0.698
H -0.460 -0.321 -2.799
H -3.065 0.679 0.732
H -1.934 0.197 -1.709
H 2.426 0.895 0.835
H -1.509 0.443 1.306
H 0.975 -1.389 1.708
H 0.459 0.109 -0.067
H 1.073 -0.229 -2.190
H 2.564 -0.527 2.486
*
```


b | # C2H9N4

A 2-piece molecular cluster, C2H9N4 overall (ωB97M-V/def2-TZVPD, OMol25).

Calculated values
E_LUMO = -3.41 eV
highest occupied orbital energy = -0.495 Eh
gap between HOMO and LUMO = 10.063 eV

ORCA input file:
```
! wB97M-V def2-TZVPD RIJCOSX def2/J DEFGRID3
* xyz 1 1
N 0.180 -0.749 0.463
N 1.082 -1.371 1.379
N -1.615 -1.103 -0.912
N 0.080 1.684 -0.546
C 0.685 2.690 -0.080
C -0.581 -1.594 -0.228
H 1.212 2.593 0.897
H -2.089 -1.782 -1.498
H 0.506 3.658 -0.434
H -0.513 1.960 -1.327
H -2.055 -0.222 -0.675
H 2.078 -1.060 1.215
H 1.003 -2.449 1.335
H 0.200 0.305 0.374
H -0.173 -2.561 0.038
*
```


a is favored, and the nearest alternative lies 1.7 kcal/mol above it.


a | # C2H2BrF

The molecule C2H2BrF (ωB97M-V/def2-TZVPD, OMol25).

Calculated values
E_LUMO (spin up / spin down) = -1.27 / -1.27 eV
highest occupied orbital energy (spin up / spin down) = -0.295 / -0.295 Eh
gap between HOMO and LUMO (spin up / spin down) = 6.753 / 6.755 eV

ORCA input file:
```
! wB97M-V def2-TZVPD RIJCOSX def2/J DEFGRID3
* xyz 0 1
Br 0.043 1.188 0.298
F -1.960 -0.386 -0.163
C 1.315 -0.267 -0.230
C -1.827 0.928 0.002
H 1.858 -0.408 0.685
H 0.572 -1.054 -0.590
*
```


b | # C2H2BrF

A 2-piece molecular cluster, C2H2BrF overall (ωB97M-V/def2-TZVPD, OMol25).

Calculated values
E_LUMO (spin up / spin down) = -1.19 / -0.66 eV
highest occupied orbital energy (spin up / spin down) = -0.345 / -0.316 Eh
gap between HOMO and LUMO (spin up / spin down) = 8.185 / 7.931 eV

ORCA input file:
```
! wB97M-V def2-TZVPD RIJCOSX def2/J DEFGRID3
* xyz 0 1
Br -0.561 -1.401 -1.875
F 1.569 0.072 -1.386
C -0.155 0.328 1.224
C 0.299 0.082 -1.048
H 0.009 1.115 1.878
H -1.162 -0.196 1.208
*
```


b is favored, and the nearest alternative lies 2.5 kcal/mol above it.


a | # C4H6N2O2

The molecule C4H6N2O2 (ωB97M-V/def2-TZVPD, OMol25).

Calculated values
SMILES = C1=NOC2(CNC2)O1
E_LUMO = 0.95 eV
highest occupied orbital energy = -0.337 Eh
gap between HOMO and LUMO = 10.131 eV

ORCA input file:
```
! wB97M-V def2-TZVPD RIJCOSX def2/J DEFGRID3
* xyz 0 1
O 0.849 0.997 0.640
O 0.524 0.744 -1.503
N 0.428 2.181 -1.315
N -0.632 -1.654 0.935
C 0.610 2.271 -0.015
C 0.328 0.092 -0.163
C 0.701 -1.359 0.271
C -1.237 -0.473 0.133
H -1.787 -0.759 -0.808
H 1.371 -1.325 1.089
H -0.915 -2.445 0.411
H -1.721 0.197 0.684
H 0.909 -1.825 -0.702
H 0.572 3.358 0.343
*
```


b | # C4H6N2O2

The molecule C4H6N2O2 (ωB97M-V/def2-TZVPD, OMol25).

Calculated values
SMILES = O=C1NN[C@@H]2C[C@H]2O1
E_LUMO = 0.75 eV
highest occupied orbital energy = -0.338 Eh
gap between HOMO and LUMO = 9.939 eV

ORCA input file:
```
! wB97M-V def2-TZVPD RIJCOSX def2/J DEFGRID3
* xyz 0 1
O 0.877 -1.272 -0.107
O 3.007 -0.544 -0.157
N 1.247 0.829 -0.112
N -0.026 1.509 -0.045
C -0.282 -0.901 0.287
C -0.820 0.284 -0.459
C -1.809 -0.764 -0.098
C 1.850 -0.342 -0.074
H -2.460 -0.684 0.703
H -0.366 1.614 0.921
H 2.045 1.522 0.258
H -2.524 -1.064 -0.977
H -0.257 -0.404 1.241
H -0.483 0.217 -1.382
*
```


a is favored, and the nearest alternative lies 23.8 kcal/mol above it.


a | # C4H6N2O2

The molecule C4H6N2O2 (ωB97M-V/def2-TZVPD, OMol25).

Calculated values
SMILES = [H]/N=C(/C)NC(=O)C=O
E_LUMO = -1.19 eV
highest occupied orbital energy = -0.358 Eh
gap between HOMO and LUMO = 8.566 eV

ORCA input file:
```
! wB97M-V def2-TZVPD RIJCOSX def2/J DEFGRID3
* xyz 0 1
O -2.558 0.630 -1.084
O -0.165 -1.867 -1.360
N 1.852 -0.869 0.172
N -0.193 0.139 -0.206
C -0.717 -0.835 -1.006
C -2.015 -0.402 -1.518
C 1.105 0.956 1.699
C 0.930 -0.048 0.548
H -0.962 0.781 0.038
H 0.254 1.623 1.777
H 1.546 -1.056 -0.823
H 1.440 0.461 2.629
H -2.490 -1.066 -2.259
H 1.972 1.554 1.394
*
```


b | # C4H6N2O2

The molecule C4H6N2O2 (ωB97M-V/def2-TZVPD, OMol25).

Calculated values
SMILES = C=N/N=C(\C)C(=O)O
E_LUMO = -0.46 eV
highest occupied orbital energy = -0.377 Eh
gap between HOMO and LUMO = 9.795 eV

ORCA input file:
```
! wB97M-V def2-TZVPD RIJCOSX def2/J DEFGRID3
* xyz 0 1
O 0.166 -0.687 -2.620
O 1.044 1.494 -2.210
N 0.814 0.510 0.573
N -0.096 0.423 1.798
C -1.322 -0.605 -0.340
C 0.590 0.328 -1.700
C 0.838 0.258 2.785
C 0.156 0.035 -0.361
H -1.042 -1.593 -0.366
H 0.440 -0.490 -3.434
H -1.656 -0.216 0.762
H 0.390 0.735 3.724
H -2.125 -0.226 -1.119
H 1.803 0.035 2.509
*
```


a is favored, and the nearest alternative lies 89.4 kcal/mol above it.


a | # C4H6N2O2

A 2-piece molecular cluster, C4H6N2O2 overall (ωB97M-V/def2-TZVPD, OMol25).

Calculated values
E_LUMO = 0.27 eV
highest occupied orbital energy = -0.309 Eh
gap between HOMO and LUMO = 8.688 eV

ORCA input file:
```
! wB97M-V def2-TZVPD RIJCOSX def2/J DEFGRID3
* xyz 0 1
O 0.032 -1.501 1.485
O 1.484 1.325 2.315
N 0.959 2.499 -0.876
N -0.622 -0.465 -0.482
C 1.280 1.781 -0.023
C -1.499 -1.290 -1.425
C -0.128 -0.699 0.649
C 1.471 0.853 0.962
H -1.159 -1.121 -2.414
H -2.604 -1.073 -1.377
H 2.130 0.090 0.722
H 0.591 1.468 2.581
H -1.457 -2.373 -1.309
H -0.478 0.509 -0.808
*
```


b | # C4H6N2O2

The molecule C4H6N2O2 (ωB97M-V/def2-TZVPD, OMol25).

Calculated values
SMILES = Cc1c(O)cnn1O
E_LUMO = 0.79 eV
highest occupied orbital energy = -0.317 Eh
gap between HOMO and LUMO = 9.410 eV

ORCA input file:
```
! wB97M-V def2-TZVPD RIJCOSX def2/J DEFGRID3
* xyz 0 1
O 0.642 -2.354 -0.291
O -0.729 2.217 0.179
N -0.161 -1.294 -0.387
N -1.285 -1.058 -1.049
C 1.614 0.259 0.942
C 0.306 0.055 0.170
C -0.634 0.952 -0.269
C -1.550 0.233 -1.046
H 2.389 0.036 0.278
H 0.097 -3.151 -0.113
H -1.544 2.480 -0.080
H -2.509 0.533 -1.318
H 1.691 -0.234 1.870
H 1.673 1.326 1.115
*
```


c | # C4H6N2O2

The molecule C4H6N2O2 (ωB97M-V/def2-TZVPD, OMol25).

Calculated values
SMILES = CON(C)C(=O)C#N
E_LUMO = 0.66 eV
highest occupied orbital energy = -0.384 Eh
gap between HOMO and LUMO = 11.111 eV

ORCA input file:
```
! wB97M-V def2-TZVPD RIJCOSX def2/J DEFGRID3
* xyz 0 1
O -1.768 -0.587 -1.269
O 0.488 -1.326 0.092
N -0.242 -0.124 0.385
N -2.653 2.283 0.315
C -1.305 0.098 -0.393
C 1.214 -1.294 -1.125
C -2.014 1.363 0.076
C 0.392 0.727 1.361
H 1.322 1.139 0.963
H 0.543 -1.242 -1.985
H -0.280 1.536 1.634
H 1.755 -2.238 -1.145
H 0.624 0.127 2.242
H 1.924 -0.462 -1.151
*
```


c is favored, and the nearest alternative lies 10.5 kcal/mol above it.